C4H8N2O3 | the ωB97M-V functional and the def2-TZVPD basis

Positions of all 17 atoms, in Å:
C: 0.66309 -0.85521 0.36873
N: 1.60411 0.54487 0.94966
C: -1.78044 -0.52530 -0.56158
C: -0.72809 -0.41535 0.62322
N: 1.68399 1.46318 -0.05102
C: -1.14991 0.34652 1.63254
O: -0.88855 -0.42548 -2.13598
O: 1.12646 -1.07543 -0.86581
O: -2.95382 -0.51418 -0.41872
H: -1.64981 -0.49155 -2.72845
H: 0.31577 -0.92709 -1.76936
H: 2.53854 0.16900 1.10701
H: 0.92385 -1.68311 1.05117
H: 2.19938 1.16983 -0.88121
H: 0.76119 1.78844 -0.35020
H: -2.20454 0.52622 1.78310
H: -0.46120 0.90465 2.24690

Forces on atoms 1 to 3 (eV/Å):
C 2.545 2.069 1.245
N -1.781 -2.796 0.773
C 0.512 0.116 1.785

The LUMO energy (alpha / beta) comes out at -0.011 / -0.011 Ha. The calculation puts the relative energy (zero: lowest compared OMol25 entry of this formula, charge and spin) at 141.1 kcal per mole. The total energy is -492.27803 Ha.